{
  "formula": "C21H24N2O5S",
  "method": "ωB97M-V with the def2-TZVPD basis set",
  "symbols": ["C", "H", "O", "C", "C", "C", "C", "C", "C", "O", "C", "H", "H", "H", "C", "C", "C", "O", "N", "C", "C", "N", "S", "O", "O", "C", "C", "C", "C", "C", "C", "H", "H", "H", "H", "H", "C", "C", "H", "H", "H", "H", "H", "H", "H", "H", "H", "H", "H", "H", "H", "H", "H"],
  "positions_angstrom": [[-6.141, -2.206, 0.434], [-6.823, -1.896, -0.364], [-4.811, -1.852, 0.147], [-4.494, -0.526, 0.015], [-5.433, 0.490, 0.111], [-5.067, 1.815, -0.070], [-3.760, 2.130, -0.357], [-2.784, 1.134, -0.465], [-3.145, -0.211, -0.254], [-2.151, -1.141, -0.340], [-2.192, -2.311, 0.455], [-2.527, -2.093, 1.471], [-1.165, -2.680, 0.486], [-2.837, -3.075, 0.018], [-1.428, 1.558, -0.753], [-0.429, 0.823, -1.255], [0.920, 1.403, -1.361], [1.204, 2.494, -0.887], [1.873, 0.660, -1.995], [3.269, 1.005, -1.818], [4.067, -0.258, -1.416], [3.226, -1.273, -0.837], [3.055, -1.306, 0.820], [4.383, -1.216, 1.353], [2.259, -2.465, 1.108], [2.145, 0.143, 1.352], [2.826, 1.320, 1.593], [2.122, 2.431, 2.023], [0.753, 2.345, 2.222], [0.085, 1.153, 2.002], [0.785, 0.043, 1.559], [0.297, -0.902, 1.385], [-0.981, 1.087, 2.164], [0.205, 3.214, 2.553], [2.637, 3.362, 2.198], [3.896, 1.346, 1.454], [2.129, -1.733, -1.659], [1.695, -0.622, -2.629], [0.668, -0.764, -2.959], [2.336, -0.637, -3.518], [2.439, -2.626, -2.216], [1.321, -2.016, -0.984], [4.828, -0.026, -0.671], [4.564, -0.689, -2.292], [3.674, 1.422, -2.748], [3.309, 1.779, -1.048], [-0.581, -0.209, -1.509], [-1.210, 2.599, -0.541], [-3.469, 3.158, -0.510], [-5.814, 2.589, 0.011], [-6.465, 0.257, 0.320], [-6.143, -3.293, 0.505], [-6.476, -1.783, 1.387]],
  "nbo_charge": [-0.250, 0.179, -0.509, 0.231, -0.281, -0.215, -0.185, -0.137, 0.339, -0.528, -0.243, 0.181, 0.191, 0.194, -0.108, -0.312, 0.654, -0.643, -0.439, -0.242, -0.249, -0.675, 2.319, -0.940, -0.948, -0.269, -0.210, -0.189, -0.177, -0.197, -0.224, 0.237, 0.219, 0.216, 0.219, 0.232, -0.230, -0.233, 0.228, 0.198, 0.199, 0.228, 0.246, 0.199, 0.195, 0.247, 0.223, 0.229, 0.215, 0.217, 0.222, 0.202, 0.178],
  "largest_force_ev_per_a": 1.1,
  "smiles": "COc1cccc(/C=C/C(=O)N2CCN(S(=O)(=O)c3ccccc3)CC2)c1OC",
  "homo_energy_ev": -8.48,
  "e_lumo_ev": 0.15
}



{
  "formula": "C18H41Br3O7Si",
  "method": "ωB97M-V with the def2-TZVPD basis set",
  "symbols": ["C", "C", "Br", "C", "Br", "Si", "C", "Br", "C", "C", "O", "H", "H", "H", "H", "H", "H", "H", "H", "H", "H", "H", "C", "O", "C", "C", "O", "C", "H", "H", "H", "H", "H", "H", "H", "H", "H", "H", "C", "O", "C", "C", "O", "C", "H", "H", "H", "H", "H", "H", "H", "H", "H", "H", "C", "O", "C", "C", "O", "C", "H", "H", "H", "H", "H", "H", "H", "H", "H", "H"],
  "positions_angstrom": [[-3.487, 2.790, -2.254], [-2.657, 2.524, -0.988], [-3.453, 3.553, 0.466], [-2.619, 1.045, -0.649], [-1.790, 0.127, -2.169], [-1.631, 0.577, 0.908], [-1.516, -1.299, 0.966], [0.503, 1.309, 0.825], [-2.498, 1.088, 2.518], [-1.753, 2.044, 3.416], [-2.304, 2.597, 4.300], [-2.855, 2.855, -3.121], [-4.052, 3.702, -2.180], [-4.173, 1.981, -2.427], [-1.674, 2.908, -1.181], [-3.634, 0.690, -0.561], [-1.111, -1.709, 0.060], [-2.514, -1.701, 1.090], [-0.888, -1.545, 1.808], [-3.478, 1.498, 2.343], [-2.644, 0.189, 3.101], [-0.677, 2.221, 3.282], [2.098, 4.135, 8.571], [0.767, 4.298, 8.117], [0.569, 3.839, 6.786], [-0.100, 2.484, 6.754], [0.744, 1.470, 7.288], [0.405, 1.102, 8.612], [2.106, 4.318, 9.645], [2.468, 3.124, 8.383], [2.760, 4.860, 8.086], [1.518, 3.810, 6.243], [-0.084, 4.563, 6.289], [-0.307, 2.219, 5.719], [-1.053, 2.516, 7.288], [-0.519, 0.513, 8.622], [0.284, 1.977, 9.256], [1.214, 0.488, 9.004], [-0.168, -2.703, -4.769], [-1.514, -2.499, -5.169], [-1.755, -2.889, -6.513], [-2.442, -4.233, -6.590], [-1.601, -5.280, -6.131], [-1.906, -5.708, -4.815], [-0.113, -2.577, -3.689], [0.180, -3.707, -5.025], [0.483, -1.960, -5.242], [-0.822, -2.903, -7.084], [-2.411, -2.133, -6.956], [-2.684, -4.447, -7.636], [-3.378, -4.214, -6.024], [-2.836, -6.285, -4.807], [-1.994, -4.865, -4.127], [-1.093, -6.351, -4.479], [2.016, -0.006, -2.727], [2.561, -1.305, -2.888], [3.479, -1.399, -3.967], [4.911, -1.381, -3.483], [5.256, -0.127, -2.915], [5.254, -0.134, -1.499], [1.486, 0.025, -1.777], [2.793, 0.763, -2.729], [1.296, 0.202, -3.528], [3.310, -0.595, -4.690], [3.289, -2.353, -4.472], [5.575, -1.544, -4.339], [5.080, -2.190, -2.767], [6.121, -0.685, -1.117], [4.338, -0.574, -1.098], [5.322, 0.900, -1.163]],
  "nbo_charge": [-0.631, -0.253, 0.002, -0.742, 0.031, 1.567, -1.135, -0.308, -1.020, 0.452, -0.518, 0.227, 0.229, 0.211, 0.229, 0.247, 0.255, 0.240, 0.245, 0.281, 0.270, 0.122, -0.253, -0.552, -0.090, -0.087, -0.555, -0.253, 0.189, 0.178, 0.165, 0.171, 0.190, 0.186, 0.179, 0.165, 0.178, 0.188, -0.257, -0.554, -0.088, -0.088, -0.551, -0.254, 0.197, 0.180, 0.165, 0.175, 0.183, 0.184, 0.174, 0.166, 0.179, 0.191, -0.257, -0.558, -0.089, -0.088, -0.551, -0.254, 0.198, 0.180, 0.165, 0.176, 0.182, 0.184, 0.175, 0.167, 0.179, 0.191],
  "largest_force_ev_per_a": 2.4,
  "homo_energy_ev": -9.05,
  "e_lumo_ev": 0.43
}